Entry 1:
Entry from the Open Molecules 2025 dataset: a 3-piece molecular cluster, C4H16N2O3 overall in a non-equilibrium geometry (ωB97M-V/def2-TZVPD).

CARTESIAN COORDINATES (ANGSTROEM)
C -1.514 1.153 0.896
C -1.459 -0.330 0.449
O -1.843 -0.440 -0.901
C -0.015 -0.897 0.628
N -0.115 -2.378 0.569
C 0.936 -0.318 -0.425
N 2.332 -0.636 -0.012
H -0.910 1.809 0.285
H -2.566 1.532 0.827
H -1.200 1.279 1.944
H -2.159 -0.938 0.935
H -1.371 0.209 -1.483
H 0.354 -0.625 1.650
H 0.770 -2.779 0.525
H -0.622 -2.650 -0.314
H 0.828 0.735 -0.542
H 0.757 -0.740 -1.432
H 2.607 -0.019 0.800
H 3.017 -0.501 -0.722
O 1.883 1.734 1.927
H 1.399 2.374 1.401
H 1.260 1.214 2.373
O -0.639 1.175 -2.686
H -0.403 0.751 -3.478
H -0.172 2.045 -2.677

Summary:
**DFT total energy**: -497.2107 Eh
**2S+1**: 1
**HOMO-LUMO gap**: 8.90 eV
**Charge**: 0
**Structure (SMILES)**: C[C@@H](O)[C@@H](N)CN.O.O
**Max |F|**: 0.0577 Eh/bohr
**Energy above the lowest of the compared OMol25 structures with the same formula, charge and spin**: 1.030 eV

Atomic partial charges in e from the Löwdin method, atoms 1 to 8: C -0.042; C -0.391; O -0.066; C -0.343; N 0.046; C -0.251; N -0.006; H 0.053

Entry 2:
Entry from the Open Molecules 2025 dataset: a 4-piece molecular cluster, C4H16N8O4 overall in a non-equilibrium geometry (ωB97M-V/def2-TZVPD).

CARTESIAN COORDINATES (ANGSTROEM)
N -2.317 -1.124 -2.781
C -2.234 -0.988 -1.522
N -1.232 -0.156 -1.103
O -2.979 -1.531 -0.702
H -1.672 -0.608 -3.362
H -3.003 -1.754 -3.171
H -1.120 0.052 -0.121
H -0.467 -0.046 -1.755
N 3.761 -1.293 -2.836
C 3.006 -0.461 -2.136
N 3.294 0.760 -2.413
O 2.030 -0.686 -1.501
H 3.695 -2.293 -2.711
H 4.379 -0.920 -3.542
H 2.580 1.439 -2.191
H 4.044 0.882 -3.079
N -2.595 1.466 3.079
C -1.917 2.527 2.899
N -1.972 2.745 1.654
O -1.330 3.088 3.786
H -3.079 1.026 2.309
H -2.733 1.148 4.028
H -1.520 3.620 1.431
H -2.667 2.324 1.054
N 1.570 -1.472 1.023
C 0.678 -0.756 1.673
N 0.050 -1.234 2.749
O 0.414 0.400 1.346
H 1.708 -2.464 1.156
H 1.730 -1.040 0.124
H -0.498 -0.627 3.341
H 0.395 -2.026 3.273

Summary:
**DFT total energy**: -901.1030 Eh
**2S+1**: 1
**HOMO-LUMO gap**: 9.28 eV
**Charge**: 0
**Structure (SMILES)**: NC(N)=O.NC(N)=O.NC(N)=O.NC(N)=O
**Max |F|**: 0.1519 Eh/bohr
**Energy above the lowest of the compared OMol25 structures with the same formula, charge and spin**: 2.694 eV

Atomic partial charges in e from the Löwdin method, atoms 1 to 8: N 0.167; C -0.757; N 0.166; O -0.006; H 0.115; H 0.128; H 0.066; H 0.075

Entry 3:
Entry from the Open Molecules 2025 dataset: a 3-piece molecular cluster, C4H16NO2 overall in a non-equilibrium geometry (ωB97M-V/def2-TZVPD).

CARTESIAN COORDINATES (ANGSTROEM)
C 0.847 -0.290 0.884
C -0.117 -1.509 1.030
C -1.501 -1.141 1.545
C -2.295 -0.307 0.346
N 0.551 0.655 -0.434
H 0.854 0.465 1.666
H 1.882 -0.495 0.550
H -0.047 -2.192 0.156
H 0.313 -2.056 1.863
H -2.023 -2.008 2.025
H -1.403 -0.378 2.292
H -1.883 0.636 0.566
H -3.398 -0.211 0.533
H -1.967 -0.843 -0.491
H -0.251 1.160 -0.124
H 0.143 -0.008 -1.135
H 1.257 1.494 -0.428
H 0.214 -1.476 -3.534
H -0.053 0.102 -3.789
O 0.098 -0.593 -3.082
H 2.637 3.679 0.009
H 3.552 2.583 -0.269
O 2.588 2.732 -0.178

Summary:
**DFT total energy**: -366.9535 Eh
**2S+1**: 1
**HOMO-LUMO gap**: 11.79 eV
**Charge**: +1
**Max |F|**: 0.0898 Eh/bohr
**Energy above the lowest of the compared OMol25 structures with the same formula, charge and spin**: 2.068 eV

Atomic partial charges in e from the Löwdin method, atoms 1 to 8: C -0.068; C -0.206; C -0.201; C -0.042; N 0.145; H 0.121; H 0.124; H 0.130

Entry 4:
Entry from the Open Molecules 2025 dataset: a 3-piece molecular cluster, C4H16NO2 overall in a non-equilibrium geometry (ωB97M-V/def2-TZVPD).

CARTESIAN COORDINATES (ANGSTROEM)
C 0.462 0.307 -1.699
C -0.486 -0.041 -0.552
C -0.692 -1.635 -0.809
C -2.088 -1.944 -0.284
N 0.027 0.238 0.799
H 0.051 0.000 -2.656
H 1.488 -0.012 -1.506
H 0.492 1.420 -1.676
H -1.420 0.473 -0.680
H -0.597 -1.888 -1.866
H 0.145 -2.176 -0.349
H -2.891 -1.899 -1.006
H -1.993 -2.951 0.197
H -2.400 -1.313 0.562
H -0.659 0.004 1.521
H 0.901 -0.269 1.059
H 0.368 1.223 0.821
H 2.923 -0.001 2.489
H 3.504 -0.043 1.054
O 2.679 -0.109 1.560
H 0.822 3.580 1.145
H -0.659 3.750 1.190
O 0.023 3.285 0.684

Summary:
**DFT total energy**: -366.4748 Eh
**2S+1**: 2
**HOMO-LUMO gap (spin up / spin down)**: 12.44 / 5.10 eV
**Charge**: +2
**Expectation value of S²**: 0.7534
**Max |F|**: 0.0342 Eh/bohr
**Energy above the lowest of the compared OMol25 structures with the same formula, charge and spin**: 0.310 eV

Atomic partial charges in e from the Löwdin method, atoms 1 to 8: C 0.063; C -0.233; C -0.052; C 0.029; N 0.227; H 0.125; H 0.123; H 0.158

Entry 5:
Entry from the Open Molecules 2025 dataset: a 3-piece molecular cluster, C4H16NO3 overall in a non-equilibrium geometry (ωB97M-V/def2-TZVPD).

CARTESIAN COORDINATES (ANGSTROEM)
C -1.652 0.497 -0.619
O -2.740 0.592 0.309
C -0.582 -0.324 0.119
C 0.835 0.011 -0.291
C 1.886 -1.086 -0.228
N -0.751 -0.135 1.613
H -1.954 -0.031 -1.519
H -1.336 1.509 -0.855
H -3.468 1.135 -0.003
H -0.853 -1.356 -0.073
H 0.824 0.484 -1.270
H 1.143 0.862 0.304
H 2.781 -0.775 -0.762
H 2.085 -1.398 0.796
H 1.505 -1.988 -0.719
H -0.388 0.776 1.955
H -0.235 -0.876 2.136
H -1.756 -0.103 1.818
H 1.892 1.717 2.894
H 1.436 2.443 1.539
O 1.301 1.688 2.129
H -0.594 -1.388 -3.548
H 0.776 -1.184 -2.975
O -0.156 -1.066 -2.751

Summary:
**DFT total energy**: -442.3355 Eh
**2S+1**: 2
**HOMO-LUMO gap (spin up / spin down)**: 2.92 / 11.17 eV
**Charge**: 0
**Expectation value of S²**: 0.7504
**Max |F|**: 0.0215 Eh/bohr
**Energy above the lowest of the compared OMol25 structures with the same formula, charge and spin**: 1.338 eV

Atomic partial charges in e from the Löwdin method, atoms 1 to 8: C -0.233; O -0.128; C -0.335; C -0.284; C -0.122; N 0.132; H 0.101; H 0.116

Entry 6:
Entry from the Open Molecules 2025 dataset: a 4-piece molecular cluster, C4H16O3 overall in a non-equilibrium geometry (ωB97M-V/def2-TZVPD).

CARTESIAN COORDINATES (ANGSTROEM)
C -1.650 -1.973 2.538
C -1.287 -0.608 1.966
C -1.920 -0.296 0.581
C -1.807 1.234 0.332
H -2.685 -2.266 2.727
H -1.091 -2.186 3.446
H -1.387 -2.751 1.801
H -0.225 -0.442 1.822
H -1.773 0.056 2.685
H -1.163 -0.663 -0.118
H -2.899 -0.722 0.379
H -2.128 1.659 -0.612
H -0.732 1.449 0.386
H -2.202 1.670 1.258
O 3.013 -0.653 -1.898
H 3.485 0.009 -2.433
H 3.841 -0.791 -1.379
O 1.970 5.931 -4.271
H 2.342 5.922 -3.404
H 1.861 5.006 -4.553
O 2.377 -3.293 -0.095
H 2.634 -2.912 -0.957
H 1.425 -3.381 -0.201

Summary:
**DFT total energy**: -387.6732 Eh
**2S+1**: 1
**HOMO-LUMO gap**: 11.21 eV
**Charge**: 0
**Structure (SMILES)**: CCCC.O.O.O
**Max |F|**: 0.0508 Eh/bohr
**Energy above the lowest of the compared OMol25 structures with the same formula, charge and spin**: 1.348 eV

Atomic partial charges in e from the Löwdin method, atoms 1 to 8: C -0.130; C -0.275; C -0.267; C -0.119; H 0.071; H 0.065; H 0.066; H 0.108

Entry 7:
Entry from the Open Molecules 2025 dataset: a 4-piece molecular cluster, C4H16O3 overall in a non-equilibrium geometry (ωB97M-V/def2-TZVPD).

CARTESIAN COORDINATES (ANGSTROEM)
C -0.447 -1.343 0.429
C -0.157 0.122 0.029
C -1.041 0.483 -1.156
C -0.142 1.126 1.160
H 0.235 -1.431 1.290
H -1.493 -1.494 0.682
H -0.046 -2.035 -0.305
H 0.871 0.142 -0.352
H -0.990 -0.197 -2.011
H -0.872 1.449 -1.650
H -2.080 0.427 -0.838
H 0.494 0.732 1.962
H 0.243 2.072 0.784
H -1.073 1.249 1.733
O -4.184 -0.024 -1.079
H -3.785 0.843 -1.037
H -4.517 -0.391 -0.262
O 3.114 0.788 1.242
H 4.073 0.882 1.399
H 2.867 1.557 0.716
O 2.828 -1.515 -1.227
H 3.010 -1.016 -0.408
H 3.091 -2.425 -1.101

Summary:
**DFT total energy**: -387.6899 Eh
**2S+1**: 1
**HOMO-LUMO gap**: 11.10 eV
**Charge**: 0
**Structure (SMILES)**: CC(C)C.O.O.O
**Max |F|**: 0.0426 Eh/bohr
**Energy above the lowest of the compared OMol25 structures with the same formula, charge and spin**: 0.895 eV

Atomic partial charges in e from the Löwdin method, atoms 1 to 8: C -0.066; C -0.496; C -0.091; C -0.097; H 0.075; H 0.075; H 0.069; H 0.096

Entry 8:
Entry from the Open Molecules 2025 dataset: a 5-piece molecular cluster, C4H16O4 overall in a non-equilibrium geometry (ωB97M-V/def2-TZVPD).

CARTESIAN COORDINATES (ANGSTROEM)
C -1.349 0.109 0.777
C -1.029 1.290 1.288
C 0.335 1.886 1.174
C -2.068 2.240 1.832
H -2.366 -0.249 0.710
H -0.596 -0.553 0.382
H 1.217 1.266 1.335
H 0.435 2.897 1.558
H 0.496 2.063 0.090
H -2.530 2.851 1.053
H -1.662 2.930 2.569
H -2.871 1.695 2.332
O -0.334 1.295 -2.679
H -0.118 2.194 -2.920
H -1.080 1.383 -2.075
O 3.226 -1.382 -1.287
H 2.363 -1.181 -1.697
H 3.026 -2.265 -0.953
O 0.439 -1.367 -1.757
H 0.238 -0.427 -1.845
H -0.164 -1.867 -2.287
O 0.103 -3.329 1.671
H -0.278 -2.618 1.141
H 0.616 -2.815 2.298

Summary:
**DFT total energy**: -462.9236 Eh
**2S+1**: 1
**HOMO-LUMO gap**: 9.81 eV
**Charge**: 0
**Structure (SMILES)**: C=C(C)C.O.O.O.O
**Max |F|**: 0.0427 Eh/bohr
**Energy above the lowest of the compared OMol25 structures with the same formula, charge and spin**: 1.043 eV

Atomic partial charges in e from the Löwdin method, atoms 1 to 8: C 0.014; C -0.412; C -0.068; C -0.074; H 0.068; H 0.031; H 0.086; H 0.072

Entry 9:
Entry from the Open Molecules 2025 dataset: a 5-piece molecular cluster, C4H16O4 overall (ωB97M-V/def2-TZVPD).

CARTESIAN COORDINATES (ANGSTROEM)
C 4.605 0.368 -2.443
C 3.334 1.028 -1.968
C 2.209 1.059 -2.669
C 0.931 1.662 -2.178
H 5.157 0.918 -3.208
H 5.344 0.185 -1.651
H 4.385 -0.614 -2.874
H 3.417 1.502 -0.988
H 2.217 0.638 -3.670
H 1.025 2.679 -1.789
H 0.466 1.089 -1.368
H 0.167 1.724 -2.952
O -2.202 -3.065 2.465
H -1.313 -3.068 2.083
H -2.675 -3.828 2.128
O -3.369 -1.534 -1.392
H -2.780 -1.113 -0.739
H -2.779 -1.950 -2.024
O -1.832 -0.009 0.914
H -2.063 -0.768 1.464
H -1.877 0.725 1.538
O -1.631 1.364 5.244
H -1.281 0.796 5.933
H -2.276 1.930 5.689

Summary:
**DFT total energy**: -462.9229 Eh
**2S+1**: 1
**HOMO-LUMO gap**: 9.61 eV
**Charge**: 0
**Structure (SMILES)**: C/C=C/C.O.O.O.O
**Max |F|**: 0.0163 Eh/bohr
**Energy above the lowest of the compared OMol25 structures with the same formula, charge and spin**: 1.062 eV

Atomic partial charges in e from the Löwdin method, atoms 1 to 8: C -0.123; C -0.184; C -0.186; C -0.116; H 0.068; H 0.065; H 0.069; H 0.102

Entry 10:
Entry from the Open Molecules 2025 dataset: a 4-piece molecular cluster, C4H16O4 overall in a non-equilibrium geometry (ωB97M-V/def2-TZVPD).

CARTESIAN COORDINATES (ANGSTROEM)
C -2.186 -2.657 -0.044
O -2.610 -2.344 -1.355
H -2.875 -3.410 0.340
H -1.212 -3.143 -0.101
H -2.188 -1.801 0.631
H -3.280 -2.981 -1.613
C 1.946 2.774 1.076
O 1.191 1.668 0.678
H 1.253 3.576 1.331
H 2.582 2.631 1.950
H 2.636 3.204 0.351
H 0.462 1.593 1.299
C -0.992 0.175 -0.006
O -0.845 0.511 1.364
H -0.127 0.645 -0.474
H -0.978 -0.893 -0.222
H -1.958 0.563 -0.329
H -0.923 1.466 1.308
C 1.302 -0.228 -1.063
O 2.534 -0.951 -0.874
H 1.229 0.656 -0.429
H 1.302 0.196 -2.067
H 0.496 -0.945 -0.911
H 3.242 -0.304 -0.842

Summary:
**DFT total energy**: -462.7605 Eh
**2S+1**: 1
**HOMO-LUMO gap**: 9.62 eV
**Charge**: 0
**Structure (SMILES)**: CO.CO.CO.CO
**Max |F|**: 0.0554 Eh/bohr
**Energy above the lowest of the compared OMol25 structures with the same formula, charge and spin**: 5.481 eV

Atomic partial charges in e from the Löwdin method, atoms 1 to 8: C -0.175; O -0.112; H 0.084; H 0.091; H 0.065; H 0.075; C -0.121; O -0.165

Entry 11:
Entry from the Open Molecules 2025 dataset: a 4-piece molecular cluster, C4H16O4 overall in a non-equilibrium geometry (ωB97M-V/def2-TZVPD).

CARTESIAN COORDINATES (ANGSTROEM)
C -2.733 -0.987 1.174
O -2.953 -0.327 -0.084
H -3.199 -1.963 1.307
H -1.671 -1.190 1.308
H -3.066 -0.345 1.990
H -3.659 0.320 -0.014
C -1.385 -1.517 -5.055
O -2.689 -1.669 -5.430
H -1.039 -2.548 -4.980
H -0.923 -0.971 -5.878
H -1.239 -1.056 -4.079
H -3.153 -2.085 -4.701
C 1.667 1.751 -0.543
O 0.668 1.577 0.403
H 1.582 1.089 -1.404
H 1.679 2.753 -0.973
H 2.620 1.647 -0.025
H -0.203 1.478 0.010
C 3.577 0.576 4.642
O 2.236 0.570 4.593
H 4.032 0.040 3.809
H 3.884 1.619 4.565
H 4.002 0.243 5.589
H 1.966 0.997 3.776

Summary:
**DFT total energy**: -462.8523 Eh
**2S+1**: 1
**HOMO-LUMO gap**: 10.57 eV
**Charge**: 0
**Structure (SMILES)**: CO.CO.CO.CO
**Max |F|**: 0.0626 Eh/bohr
**Energy above the lowest of the compared OMol25 structures with the same formula, charge and spin**: 2.983 eV

Atomic partial charges in e from the Löwdin method, atoms 1 to 8: C -0.152; O -0.130; H 0.070; H 0.074; H 0.076; H 0.068; C -0.205; O -0.115

Entry 12:
Entry from the Open Molecules 2025 dataset: a 4-piece molecular cluster, C4H16O4S overall (ωB97M-V/def2-TZVPD).

CARTESIAN COORDINATES (ANGSTROEM)
O -0.232 -0.340 -3.697
C -1.066 0.079 -2.619
C -0.760 -0.739 -1.365
C -1.333 -0.070 -0.112
C -1.156 -0.911 1.152
S -1.689 0.039 2.614
H 0.615 0.099 -3.616
H -0.911 1.141 -2.404
H -2.086 -0.085 -2.970
H 0.323 -0.850 -1.297
H -1.146 -1.761 -1.458
H -2.395 0.145 -0.263
H -0.857 0.903 0.005
H -1.758 -1.822 1.085
H -0.138 -1.265 1.313
H -0.659 0.891 2.643
O 2.691 -1.574 0.811
H 2.120 -1.875 0.089
H 3.594 -1.715 0.474
O 1.982 1.023 1.374
H 2.714 1.412 1.845
H 2.251 0.090 1.190
O 1.504 2.076 -1.168
H 1.675 1.715 -0.259
H 0.939 2.838 -0.993

Summary:
**DFT total energy**: -861.1439 Eh
**2S+1**: 1
**HOMO-LUMO gap**: 9.01 eV
**Charge**: 0
**Structure (SMILES)**: OCCCCS.O.O.O
**Max |F|**: 0.0149 Eh/bohr
**Energy above the lowest of the compared OMol25 structures with the same formula, charge and spin**: 0.000 eV

Atomic partial charges in e from the Löwdin method, atoms 1 to 8: O -0.074; C -0.266; C -0.199; C -0.297; C -0.570; S 0.697; H 0.075; H 0.109